DFT (ωB97M-V/def2-TZVPD) results for 7 unconnected molecules or ions with the total composition C18H57ClN6O4.

Last column: Mulliken charge in e.
Positions of all 86 atoms, in Å:
N 4.1165 3.2989 0.6019  -0.32
H 4.4999 2.7026 -0.1175  0.37
H 4.5621 4.2044 0.5602  0.39
H 4.3923 3.0555 1.5425  0.38
H 3.1177 3.1635 0.6671  0.16
N 1.7087 0.7493 -2.8801  -0.13
H 1.5527 0.1580 -2.0763  0.28
H 2.3747 0.3959 -3.5521  0.46
H 2.0092 1.6093 -2.4440  0.27
H 0.8888 0.9924 -3.4174  -0.02
N 0.1582 -0.9052 1.3347  0.74
H 0.5549 -1.0024 0.4110  0.51
H -0.0226 0.0637 1.5554  -0.20
H 0.7512 -1.3681 2.0087  -0.05
H -0.6806 -1.4676 1.3255  -0.20
Cl 0.4232 2.7009 0.3681  1.68
O 1.6094 1.9102 0.2593  -0.72
O 0.0847 3.3896 -0.8681  -0.59
O -0.6732 1.8532 0.7589  -0.59
O 0.8736 3.5016 1.4632  -0.70
C 1.4104 3.7877 -4.5670  -0.87
C 0.6491 2.9384 -5.5479  -0.68
N -0.1134 1.8961 -4.7943  0.55
C -1.2352 2.5736 -4.1857  -0.77
C -2.1274 1.6642 -3.2723  -1.46
C -0.6153 0.7985 -5.6227  -0.42
C 0.5849 -0.0374 -6.2301  -1.38
H 2.1657 4.4191 -5.0348  0.45
H 1.9307 3.0923 -3.9083  -0.07
H 0.7337 4.4403 -4.0155  0.35
H -0.0274 3.4594 -6.2254  0.39
H 1.3636 2.4849 -6.2348  0.41
H -0.9208 3.3131 -3.4493  0.36
H -1.9489 3.0225 -4.8765  0.37
H -1.5603 1.1079 -2.5258  0.11
H -2.8240 2.2320 -2.6556  0.52
H -2.8112 0.9535 -3.7364  0.49
H -1.2238 1.1813 -6.4420  0.47
H -1.0846 0.0080 -5.0371  0.22
H 0.3635 -1.1023 -6.1600  0.36
H 1.5679 0.0572 -5.7687  0.32
H 0.8289 0.2484 -7.2533  0.35
C -2.6168 -1.1508 -1.1526  -0.79
C -3.1755 -0.9632 0.2634  -0.81
N -2.5440 -1.8379 1.2456  0.66
C -3.2007 -1.6950 2.5689  -0.82
C -2.8349 -0.4020 3.2570  -1.20
C -2.3298 -3.2643 0.9442  -0.54
C -3.6166 -4.0510 0.6247  -1.43
H -2.5700 -2.1964 -1.4569  0.31
H -1.6000 -0.7689 -1.0608  0.00
H -3.1142 -0.6403 -1.9772  0.34
H -2.9929 0.0896 0.4787  0.28
H -4.2494 -1.1200 0.1622  0.44
H -2.8988 -2.5316 3.1990  0.52
H -4.2815 -1.8070 2.4826  0.32
H -3.3945 0.4464 2.8632  0.39
H -1.7687 -0.1766 3.2352  0.06
H -3.0834 -0.4019 4.3183  0.45
H -1.6855 -3.2973 0.0656  0.51
H -1.7876 -3.7237 1.7707  0.11
H -4.2831 -3.5184 -0.0536  0.31
H -3.3782 -5.0242 0.1956  0.43
H -4.2553 -4.2299 1.4897  0.36
C 0.3094 -3.3114 4.1777  -1.37
C 0.7423 -1.9145 4.7488  -0.78
N 1.7091 -1.2825 3.8539  0.86
C 2.1351 -0.0431 4.3911  -0.75
C 1.0380 1.0689 4.4537  -1.17
C 2.8128 -2.1136 3.5268  -0.64
C 3.4677 -1.5756 2.2606  -1.11
H 0.8844 -4.2101 4.4008  0.39
H 0.1166 -3.3269 3.1050  0.25
H -0.6529 -3.5888 4.6080  0.38
H -0.1367 -1.3322 5.0250  0.52
H 1.2510 -2.1709 5.6780  0.44
H 2.3729 -0.3089 5.4211  0.31
H 3.0247 0.4338 3.9797  0.42
H 0.0445 0.7926 4.8068  0.28
H 1.4396 1.8423 5.1085  0.45
H 0.9287 1.5172 3.4662  0.17
H 2.4922 -3.0737 3.1223  0.28
H 3.4442 -2.3209 4.3909  0.51
H 3.8724 -0.6250 2.6079  0.25
H 2.7198 -1.4472 1.4781  0.12
H 4.2380 -2.2893 1.9684  0.48

The value obtained for the maximum force is 5.111 eV/Å. As for the spin multiplicity: 1. The calculation puts the HOMO energy at -13.52 eV. Its charge is +2. The calculation puts the energy relative to the best compared isomer or geometry (same formula, charge and spin) at 2.9268 eV.

***

DFT (ωB97M-V/def2-TZVPD) results for C6H10 in the gas phase.

Last column: Mulliken charge in e.
Positions of all 16 atoms, in Å:
C 2.1116 0.3754 -0.0995  -1.04
C 1.3820 -0.9351 0.1894  -0.13
C 0.5071 -0.8323 1.4423  -0.23
C -0.6414 -0.7548 1.0139  -0.06
C -1.8345 -0.3562 0.3031  -0.42
C -1.6231 0.9303 -0.5124  -1.03
H 1.5307 1.2472 0.2290  0.25
H 3.0811 0.4171 0.4038  0.35
H 2.2670 0.4686 -1.1788  0.29
H 0.6776 -1.1684 -0.6293  0.12
H 2.0371 -1.8000 0.2328  0.38
H -2.5645 -0.1969 1.0965  0.32
H -2.2075 -1.1646 -0.3395  0.28
H -0.9741 0.7705 -1.3822  0.28
H -2.5874 1.2947 -0.8766  0.34
H -1.1617 1.7046 0.1075  0.29

The value obtained for the maximum force is 0.917 eV/Å. Its structure (SMILES) is CCC#CCC. As for the spin multiplicity: 1. The calculation puts the HOMO energy at -9.07 eV. The calculation puts the energy relative to the best compared isomer or geometry (same formula, charge and spin) at 3.3010 eV.

***

DFT (ωB97M-V/def2-TZVPD) results for 8 unconnected molecules or ions with the total composition C22H50N7O10.

Last column: Mulliken charge in e.
Positions of all 89 atoms, in Å:
O 1.2403 0.7237 1.1217  -0.51
C 0.3051 0.0927 0.3425  0.03
O -0.0701 0.7116 -0.7012  0.11
O -0.1484 -1.0134 0.7290  -0.76
H 1.4994 1.5085 0.6040  0.01
C 1.1208 -3.9084 2.7132  -0.60
C -0.3443 -4.2343 2.8422  0.74
O -0.7002 -5.2272 3.4696  -0.74
N -1.2177 -3.3717 2.2988  0.52
C -2.6436 -3.4173 2.5928  -1.14
H 1.3756 -2.8844 2.4328  -0.12
H 1.5231 -4.5474 1.9233  0.28
H 1.6204 -4.1002 3.6589  0.30
H -0.8397 -2.5445 1.8497  -0.06
H -2.7800 -3.4384 3.6697  0.38
H -3.0586 -4.2682 2.0464  0.39
H -3.2509 -2.6225 2.1612  0.27
C 0.6227 1.3426 -4.1774  -0.45
C 0.8923 -0.1407 -4.2202  0.70
O 1.1946 -0.7090 -5.2613  -0.74
N 0.7337 -0.8085 -3.0606  0.43
C 0.8178 -2.2526 -2.9693  -1.06
H -0.3303 1.5533 -4.6629  0.24
H 1.4261 1.9005 -4.6529  0.34
H 0.5031 1.7360 -3.1641  -0.24
H 0.6425 -0.2669 -2.2053  -0.12
H 1.7622 -2.5719 -3.4102  0.36
H 0.0260 -2.6889 -3.5868  0.34
H 0.6155 -2.5970 -1.9599  0.22
C -3.6041 0.0526 0.3418  0.34
C -3.8381 -1.3186 -0.2757  0.77
O -4.9278 -1.7055 -0.6907  -0.77
N -2.7103 -2.0311 -0.3740  0.43
C -2.6101 -3.3486 -0.9441  -0.92
H -2.5698 0.3482 0.1523  -0.52
H -3.7596 -0.0061 1.4212  0.29
H -4.2440 0.8391 -0.0464  -0.24
H -1.8782 -1.6565 0.0601  -0.14
H -2.3438 -4.0745 -0.1693  0.28
H -1.8770 -3.4318 -1.7452  0.16
H -3.5808 -3.6784 -1.3087  0.41
C -0.4212 4.4835 1.0743  -0.91
C 1.0613 4.2438 0.7934  0.81
O 1.9240 4.8491 1.4198  -0.69
N 1.3490 3.4103 -0.2214  -0.18
C 2.6848 3.1809 -0.7366  -0.96
H -0.7139 5.3887 0.5491  0.25
H -0.5132 4.5927 2.1522  0.30
H -1.0414 3.6380 0.7759  0.21
H 0.5831 2.8692 -0.6063  0.22
H 2.6201 2.3150 -1.3917  0.01
H 3.4267 3.0279 0.0446  0.44
H 3.0463 4.0348 -1.3154  0.47
C 7.4785 0.1704 -0.8872  -1.24
C 5.9954 0.4893 -0.8324  0.61
O 5.5670 1.5307 -0.3560  -0.59
N 5.1872 -0.4545 -1.3580  -0.14
C 3.7419 -0.4578 -1.3339  -0.42
H 7.5455 -0.7419 -0.2843  0.34
H 8.1496 0.9287 -0.5055  0.31
H 7.7869 -0.0472 -1.9112  0.33
H 5.6504 -1.3199 -1.5823  0.27
H 3.3901 -1.4697 -1.5357  0.39
H 3.2903 0.2114 -2.0603  0.02
H 3.3499 -0.2418 -0.3377  0.12
C 2.3269 -0.7532 3.9964  -0.81
C 0.9600 -0.4706 4.5738  0.84
O 0.7999 -0.2510 5.7727  -0.74
N -0.0740 -0.4820 3.7097  0.51
C -1.4430 -0.2757 4.0955  -0.86
H 2.6690 -1.6489 4.5215  0.22
H 2.9976 0.0390 4.3225  0.34
H 2.2975 -0.8979 2.9222  -0.02
H 0.1362 -0.5438 2.7142  -0.33
H -1.6792 0.7786 4.2557  0.30
H -1.6572 -0.8154 5.0179  0.39
H -2.1198 -0.6592 3.3323  0.09
C -2.3952 2.5452 -2.5911  -0.55
C -3.7116 2.8295 -1.9003  0.39
O -3.7641 3.6694 -1.0188  -0.68
N -4.7968 2.1724 -2.3710  -0.16
C -6.0973 2.2757 -1.7432  -0.88
H -1.6734 2.1878 -1.8587  -0.10
H -2.0441 3.5162 -2.9479  0.35
H -2.4751 1.9060 -3.4695  0.35
H -4.6633 1.4190 -3.0202  0.26
H -6.7907 1.5579 -2.1747  0.34
H -6.4955 3.2836 -1.8594  0.28
H -6.0388 2.0415 -0.6782  0.28

The value obtained for the maximum force is 1.639 eV/Å. As for the spin multiplicity: 1. The calculation puts the HOMO energy at -6.94 eV. Its charge is -1. The calculation puts the energy relative to the best compared isomer or geometry (same formula, charge and spin) at 0.0000 eV.

***

Q: What is the formula in the second record?
A: C6H10